(1)
Density functional theory data (ωB97M-V/def2-TZVPD) for a cluster of 2 separate species, C2H10N2O2 in total.

Geometry as XYZ:
```
16
Properties=species:S:1:pos:R:3:forces:R:3
N -1.4901 -0.2332 -1.0588 0.8 2.3 -1.2
C -0.9356 1.1654 -0.8052 0.9 -0.6 1.3
O -0.4807 1.6582 -2.0072 1.5 -0.4 -1.8
H -1.0759 -0.4897 -1.9687 0.3 -0.6 0.6
H -2.4612 -0.1311 -1.3456 -0.6 -0.4 0.8
H -1.6938 1.7952 -0.3355 -0.6 0.0 -0.8
H -0.1799 1.2706 0.0061 -0.1 -1.1 -0.6
H 0.3983 1.2845 -2.4016 -2.2 0.9 1.6
N 1.8620 -0.8144 0.6607 1.8 1.8 1.6
C 0.6407 -1.2784 1.1959 1.4 -1.2 3.6
O -0.0688 -0.2070 1.8144 0.0 0.2 -0.3
H 1.5557 -0.1242 0.0176 0.5 1.0 -1.0
H 2.5784 -0.3254 1.3265 -1.5 -1.6 -1.4
H 0.0696 -1.5984 0.3896 -1.5 -0.8 -1.3
H 0.8561 -2.1170 1.9354 -0.6 1.0 -0.9
H 0.4252 0.1448 2.5764 -0.1 -0.3 -0.2
```
Positions in Å, forces in eV/Å.

Calculated values
Kohn-Sham gap (alpha / beta) ... 0.4549 / 0.1487 Ha
Total energy ... -9300.292 eV
Relative energy (zero: lowest compared OMol25 entry of this formula, charge and spin) ... 2.450 eV
2S+1 ... 2
Net charge ... +1
HOMO (alpha / beta) ... -0.5764 / -0.4992 Ha
<S²> ... 0.757

=====

(2)
Density functional theory data (ωB97M-V/def2-TZVPD) for an isolated molecule of C19H18Cl2N2O5.

Geometry as XYZ:
```
46
Properties=species:S:1:pos:R:3:forces:R:3
O 1.1246 1.8244 3.4309 0.0 0.0 0.0
C 1.3921 0.9077 2.7088 0.1 -0.2 0.2
O 0.8935 0.7448 1.4739 0.1 -0.2 -0.4
C 0.0302 1.7694 0.9832 -0.2 0.6 0.1
H 0.2841 2.7192 1.4643 -0.1 -0.2 -0.2
H -1.0082 1.5137 1.2249 0.1 0.0 0.0
C 0.2094 1.9299 -0.5279 0.1 -0.2 0.5
O 0.5999 2.9764 -1.0043 0.1 0.4 0.1
N -0.1009 0.8554 -1.2800 0.0 -0.2 -0.3
C -0.6754 -0.3758 -0.7666 -0.1 -0.3 0.2
H -0.0783 -0.7493 0.0674 -0.1 0.0 -0.1
C -0.7151 -1.4251 -1.8704 0.0 -0.2 0.3
N -1.4977 -0.9472 -2.9915 0.1 -0.1 0.1
C -2.4587 -1.7648 -3.4957 0.4 0.1 0.3
O -2.6057 -2.9037 -3.0754 -0.2 -0.1 -0.2
C -3.3328 -1.2767 -4.5713 -0.9 -1.0 -0.5
C -4.2748 -2.0254 -5.2354 0.7 0.3 0.5
C -4.8931 -1.1606 -6.1600 0.2 0.5 0.0
C -4.2916 0.0510 -5.9944 -0.6 -0.4 -0.4
O -3.3514 -0.0055 -5.0425 0.2 0.2 0.2
H -4.4400 0.9971 -6.4772 0.1 0.2 0.0
H -5.6749 -1.4028 -6.8497 -0.2 0.0 -0.2
H -4.4780 -3.0619 -5.0644 0.0 -0.2 0.1
C -1.2567 0.4258 -3.3912 0.1 0.5 -0.2
H -2.1074 1.0583 -3.1081 0.2 0.0 -0.1
H -1.1348 0.4863 -4.4761 0.0 0.1 0.2
C 0.0079 0.9515 -2.7222 0.0 0.1 -0.3
H 0.8829 0.3931 -3.0717 0.0 0.1 0.0
H 0.1534 2.0059 -2.9671 0.0 -0.2 0.0
H -1.1947 -2.3390 -1.5113 0.2 0.2 0.0
H 0.3010 -1.6761 -2.1935 -0.1 0.0 0.1
H -1.6983 -0.1913 -0.4118 0.1 -0.1 0.0
C 2.3268 -0.2452 3.0382 -0.1 0.1 0.1
C 2.8922 -0.0901 4.4160 0.0 0.0 -0.1
C 2.3655 -0.7664 5.5134 0.3 0.2 0.1
C 2.8744 -0.5970 6.7909 0.0 0.0 0.0
C 3.9270 0.2767 6.9933 -0.1 0.0 -0.1
C 4.4658 0.9766 5.9292 0.0 0.0 -0.1
C 3.9444 0.7912 4.6593 -0.1 -0.2 0.3
Cl 4.6191 1.6836 3.3468 0.2 0.2 -0.2
H 5.2805 1.6670 6.0777 0.1 0.1 0.0
H 4.3248 0.4170 7.9859 0.0 0.0 0.1
H 2.4421 -1.1408 7.6156 -0.1 -0.1 0.0
Cl 1.0376 -1.8509 5.2994 -0.2 -0.2 0.0
H 3.1235 -0.2502 2.2915 -0.1 -0.1 0.0
H 1.7657 -1.1763 2.9489 0.1 0.1 -0.1
```
Positions in Å, forces in eV/Å.

Calculated values
Kohn-Sham gap ... 0.3528 Ha
Total energy ... -58258.154 eV
Relative energy (zero: lowest compared OMol25 entry of this formula, charge and spin) ... 0.199 eV
2S+1 ... 1
SMILES ... O=C(Cc1c(Cl)cccc1Cl)OCC(=O)N1CCN(C(=O)c2ccco2)CC1
HOMO ... -0.3354 Ha